Formula: C48H42N2O5S
Source: OMol25
Level of theory: ωB97M-V/def2-TZVPD

Geometry (Å):
C -6.707 3.075 -5.206
C -6.974 3.102 -3.833
C -6.347 2.192 -2.983
C -5.473 1.230 -3.509
N -4.913 0.259 -2.627
C -5.512 -1.028 -2.521
C -5.128 -2.044 -3.403
C -5.773 -3.280 -3.356
C -6.755 -3.519 -2.387
C -7.102 -2.513 -1.479
C -6.480 -1.266 -1.544
C -3.651 0.456 -2.034
C -3.532 0.498 -0.633
C -2.307 0.738 -0.042
C -1.119 0.810 -0.831
C 0.149 1.043 -0.238
C 1.390 0.752 -0.872
C 2.521 1.605 -0.694
C 3.706 1.348 -1.358
C 3.867 0.156 -2.094
N 5.090 -0.132 -2.672
C 5.405 -1.424 -3.179
C 5.453 -1.615 -4.563
C 5.787 -2.871 -5.071
C 6.148 -3.906 -4.202
C 6.151 -3.692 -2.820
C 5.720 -2.470 -2.302
C 6.018 0.922 -2.914
C 7.159 1.019 -2.111
C 8.074 2.046 -2.347
C 7.877 2.926 -3.419
C 6.746 2.805 -4.233
C 5.790 1.825 -3.956
C 2.777 -0.721 -2.254
C 1.551 -0.404 -1.696
C -1.261 0.701 -2.248
C -2.508 0.570 -2.831
C -5.190 1.213 -4.876
C -5.820 2.128 -5.725
H -7.194 3.792 -5.872
H -7.666 3.832 -3.416
H -6.527 2.193 -1.907
H -4.336 -1.839 -4.125
H -5.504 -4.051 -4.078
H -7.252 -4.489 -2.345
H -7.862 -2.690 -0.717
H -6.729 -0.459 -0.852
H -4.438 0.371 -0.040
H -2.226 0.854 1.041
H 0.175 1.505 0.749
H 2.424 2.494 -0.066
H 4.538 2.049 -1.309
H 5.205 -0.778 -5.219
H 5.765 -3.027 -6.148
H 6.432 -4.880 -4.607
H 6.478 -4.478 -2.139
H 5.652 -2.297 -1.226
H 7.294 0.299 -1.301
H 8.942 2.144 -1.695
H 8.615 3.704 -3.626
H 6.599 3.466 -5.088
H 4.874 1.735 -4.544
H 2.900 -1.626 -2.844
H 0.699 -1.060 -1.870
H -0.382 0.758 -2.888
H -2.620 0.521 -3.913
H -4.484 0.476 -5.261
H -5.607 2.097 -6.793
C -4.724 -1.081 7.583
C -3.772 -1.967 6.834
O -2.501 -1.250 6.905
C -1.495 -1.796 6.177
C -0.383 -0.834 6.003
O 0.812 -1.228 5.639
C 1.360 -2.533 6.105
S -0.674 0.860 6.636
C 0.837 1.627 6.040
C 1.738 2.190 6.945
C 2.989 2.599 6.475
C 3.306 2.460 5.121
C 2.361 1.958 4.218
C 1.125 1.514 4.685
O -1.792 1.446 5.930
O -0.595 0.852 8.079
O -1.516 -2.932 5.709
H -5.744 -1.452 7.496
H -4.450 -1.043 8.640
H -4.676 -0.067 7.181
H -3.665 -2.957 7.293
H -4.056 -2.069 5.781
H 2.349 -2.566 5.652
H 1.422 -2.508 7.197
H 0.718 -3.338 5.739
H 1.466 2.260 7.999
H 3.709 3.011 7.183
H 4.296 2.737 4.765
H 2.572 1.881 3.150
H 0.388 1.080 4.007

The calculation puts the LUMO energy at -2.79 eV. Its total charge is 0.